C3H5BrO | the ωB97M-V functional and the def2-TZVPD basis

Geometry as XYZ:
```
10
Properties=species:S:1:pos:R:3
Br -2.017 0.785 -1.721
O -0.053 1.919 0.062
C 0.708 1.149 -0.824
C -0.752 -0.571 0.510
C -0.578 0.494 -0.519
H 1.615 0.727 -0.391
H 0.865 1.576 -1.812
H -1.183 -1.454 0.041
H -1.425 -0.241 1.301
H 0.210 -0.829 0.950
```

## Properties
LUMO (alpha / beta) (eV): 0.9 / -3.0
Orbital gap (alpha / beta) (Ha): 0.2012 / 0.2637
ΔE to the lowest compared entry with this formula, charge and spin (kcal per mole): 57.16
Multiplicity: 3
⟨S²⟩: 2.010